{"formula": "C19H28AlN5O3SbSe6", "method": "ωB97M-V/def2-TZVPD", "e_homo_ev": -4.072, "largest_force_ha_per_bohr": 0.0074, "total_charge": -1, "lumo_ev": 1.510, "symbols": ["Al", "C", "C", "C", "O", "C", "O", "O", "H", "H", "H", "H", "H", "H", "H", "C", "Se", "C", "C", "Se", "C", "H", "H", "H", "H", "H", "H", "H", "H", "H", "H", "Se", "Sb", "Se", "Se", "Se", "C", "C", "N", "C", "C", "N", "C", "N", "N", "N", "C", "C", "C", "C", "C", "C", "H", "H", "H", "H", "H", "H", "H", "H", "H", "H", "H"], "coordinates": [[0.131, -1.327, -2.060], [2.758, -3.255, -3.496], [2.608, -2.633, -2.115], [3.545, -3.251, -1.097], [1.243, -2.773, -1.677], [2.804, -1.107, -2.213], [3.906, -0.625, -2.315], [1.679, -0.417, -2.167], [2.561, -4.327, -3.438], [3.769, -3.086, -3.866], [2.039, -2.819, -4.191], [3.366, -4.325, -1.036], [3.396, -2.814, -0.109], [4.575, -3.072, -1.404], [0.849, -3.692, -1.415], [1.695, 3.410, 1.532], [1.018, 2.148, 0.213], [-0.208, 3.399, -0.652], [-1.498, 2.732, -1.077], [-1.380, 1.223, -2.323], [-0.467, 2.125, -3.779], [2.164, 4.257, 1.035], [2.444, 2.887, 2.122], [0.894, 3.748, 2.185], [0.296, 3.868, -1.496], [-0.423, 4.171, 0.089], [-2.164, 3.456, -1.550], [-2.013, 2.318, -0.208], [-0.989, 3.048, -4.024], [-0.511, 1.442, -4.625], [0.570, 2.318, -3.517], [-0.749, -4.681, -0.566], [-2.134, -4.267, -2.599], [-1.221, -1.985, -3.771], [-4.377, -3.593, -2.000], [-1.689, -5.868, -4.328], [1.215, -1.268, 1.285], [-0.218, -1.257, 0.902], [-0.713, -1.205, -0.318], [-2.096, -1.283, -0.230], [-2.432, -1.341, 1.072], [-1.238, -1.316, 1.783], [-1.125, -1.186, 3.213], [-0.742, 0.157, 3.591], [0.427, 0.362, 4.241], [0.615, 1.616, 4.400], [-0.446, 2.287, 3.825], [-0.694, 3.659, 3.707], [-1.834, 4.035, 3.039], [-2.720, 3.075, 2.498], [-2.491, 1.724, 2.610], [-1.327, 1.352, 3.293], [1.824, -1.076, 0.407], [1.486, -2.239, 1.705], [1.434, -0.497, 2.024], [-2.734, -1.347, -1.101], [-3.385, -1.483, 1.550], [-0.363, -1.846, 3.619], [-2.093, -1.443, 3.639], [-0.004, 4.382, 4.122], [-2.063, 5.085, 2.919], [-3.602, 3.415, 1.972], [-3.164, 1.001, 2.171]], "forces_ev_per_angstrom": [[0.2, -0.3, 0.2], [0.0, 0.0, 0.0], [-0.1, 0.0, -0.1], [0.0, 0.0, 0.0], [0.3, -0.1, 0.2], [0.0, 0.1, 0.1], [0.0, 0.0, -0.1], [0.0, 0.1, -0.1], [0.0, 0.0, 0.0], [0.0, 0.0, 0.0], [0.0, 0.0, 0.0], [0.0, 0.0, 0.0], [0.0, 0.0, 0.0], [0.0, 0.0, 0.0], [-0.1, 0.1, 0.0], [0.1, 0.1, -0.1], [0.0, 0.0, 0.1], [0.0, 0.0, 0.0], [0.0, 0.0, 0.0], [-0.1, 0.2, 0.0], [0.0, 0.0, 0.1], [0.0, 0.0, 0.0], [0.0, 0.0, 0.0], [0.2, 0.0, -0.3], [0.0, 0.0, 0.0], [0.0, 0.0, 0.0], [0.0, 0.0, 0.0], [0.0, 0.0, 0.0], [0.0, 0.0, 0.0], [0.0, 0.0, 0.0], [0.0, 0.0, 0.0], [0.0, 0.0, -0.1], [0.0, 0.0, 0.0], [0.0, 0.0, 0.1], [0.0, 0.0, 0.0], [0.0, 0.0, 0.0], [0.0, 0.0, 0.0], [0.0, 0.1, 0.0], [-0.1, -0.1, -0.2], [0.0, 0.1, 0.0], [0.1, 0.0, 0.0], [-0.1, -0.1, 0.0], [0.0, 0.0, -0.1], [0.0, 0.0, 0.0], [-0.1, 0.1, 0.0], [-0.1, 0.0, -0.1], [0.1, 0.0, 0.2], [-0.2, 0.0, 0.2], [0.0, 0.0, 0.0], [0.0, 0.0, 0.0], [0.0, 0.0, 0.0], [0.0, -0.1, -0.1], [0.0, 0.0, 0.0], [0.0, 0.0, -0.1], [0.0, 0.0, 0.0], [0.1, -0.1, 0.0], [0.0, 0.0, 0.0], [0.0, 0.0, 0.0], [0.0, 0.0, 0.0], [0.0, 0.0, 0.0], [0.0, 0.0, 0.0], [0.0, 0.0, 0.0], [0.0, 0.0, 0.0]], "nbo_charge": [1.667, -0.625, 0.157, -0.617, -0.926, 0.787, -0.611, -0.912, 0.229, 0.220, 0.242, 0.222, 0.209, 0.233, 0.518, -0.791, 0.283, -0.574, -0.589, 0.395, -0.796, 0.212, 0.233, 0.212, 0.214, 0.218, 0.217, 0.229, 0.214, 0.250, 0.227, -0.818, 1.102, -0.825, -0.795, -0.734, -0.667, 0.486, -0.688, -0.043, -0.086, -0.353, -0.033, -0.216, -0.015, -0.218, 0.028, -0.189, -0.238, -0.195, -0.245, 0.157, 0.255, 0.244, 0.241, 0.293, 0.235, 0.244, 0.221, 0.231, 0.218, 0.221, 0.235]}